Record 1
{"formula": "C35H63Br2FN10O2PS", "method": "wB97M-V/def2-TZVPD", "elements": ["C", "N", "C", "C", "P", "S", "N", "C", "C", "O", "N", "C", "O", "F", "C", "N", "C", "C", "Br", "C", "C", "Br", "H", "H", "H", "H", "H", "H", "H", "H", "H", "H", "H", "H", "H", "H", "H", "H", "H", "H", "H", "H", "H", "C", "C", "C", "C", "N", "H", "H", "H", "H", "H", "H", "H", "C", "C", "C", "C", "N", "H", "H", "H", "H", "H", "H", "H", "C", "C", "C", "C", "N", "H", "H", "H", "H", "H", "H", "H", "C", "C", "C", "C", "N", "H", "H", "H", "H", "H", "H", "H", "C", "C", "C", "C", "N", "H", "H", "H", "H", "H", "H", "H", "C", "C", "C", "C", "N", "H", "H", "H", "H", "H", "H", "H"], "positions_angstrom": [[0.50, -1.75, -2.41], [1.75, -0.96, -2.33], [2.64, -1.14, -3.48], [3.00, 0.25, -4.05], [4.13, -0.06, -5.52], [5.23, -1.64, -5.49], [1.67, 0.76, -4.58], [1.61, 2.25, -4.62], [0.38, 2.72, -5.40], [-0.45, 3.40, -4.92], [0.28, 2.31, -6.79], [-0.48, 1.15, -6.93], [-0.93, 0.50, -6.04], [-0.62, 0.84, -8.21], [1.52, 2.71, -3.18], [2.43, 1.99, -2.31], [3.51, 1.22, -2.90], [4.72, 2.13, -3.23], [6.27, 0.98, -3.23], [4.86, 3.28, -2.18], [4.13, 4.56, -2.58], [6.75, 3.77, -1.98], [0.12, -1.78, -3.42], [-0.27, -1.27, -1.80], [0.63, -2.76, -2.01], [2.24, -1.27, -1.50], [3.55, -1.69, -3.26], [2.09, -1.68, -4.25], [4.77, 1.15, -5.83], [3.14, -0.17, -6.53], [0.90, 0.42, -3.99], [1.53, 0.38, -5.52], [2.49, 2.63, -5.15], [1.16, 2.24, -7.28], [1.64, 3.78, -3.16], [0.50, 2.50, -2.85], [1.92, 1.40, -1.66], [3.86, 0.55, -2.12], [4.64, 2.61, -4.20], [4.56, 2.92, -1.20], [4.68, 5.42, -2.21], [4.05, 4.66, -3.66], [3.15, 4.60, -2.10], [-3.62, -2.14, 0.33], [-4.33, -3.34, -0.29], [-3.37, -4.24, -1.09], [-2.75, -3.52, -2.19], [-2.27, -2.93, -3.06], [-3.19, -1.49, -0.44], [-4.32, -1.55, 0.91], [-2.82, -2.46, 0.99], [-5.13, -3.00, -0.95], [-4.79, -3.95, 0.49], [-3.90, -5.10, -1.50], [-2.58, -4.62, -0.44], [-7.35, 1.40, 1.91], [-8.12, 0.51, 2.88], [-7.37, -0.78, 3.24], [-7.11, -1.59, 2.04], [-6.95, -2.21, 1.09], [-7.17, 0.90, 0.96], [-7.91, 2.31, 1.71], [-6.38, 1.69, 2.33], [-9.08, 0.24, 2.44], [-8.32, 1.05, 3.80], [-7.94, -1.38, 3.94], [-6.41, -0.55, 3.70], [5.29, 4.09, 2.18], [4.27, 5.21, 2.00], [2.85, 4.78, 2.37], [2.41, 3.68, 1.50], [2.05, 2.85, 0.79], [5.05, 3.24, 1.54], [6.29, 4.43, 1.91], [5.32, 3.74, 3.21], [4.27, 5.56, 0.97], [4.55, 6.07, 2.62], [2.14, 5.60, 2.25], [2.80, 4.44, 3.41], [-10.67, -4.95, 2.29], [-11.41, -4.24, 1.16], [-11.06, -2.75, 1.07], [-11.43, -2.05, 2.30], [-11.70, -1.52, 3.28], [-10.94, -4.54, 3.26], [-10.91, -6.01, 2.30], [-9.59, -4.85, 2.17], [-12.48, -4.36, 1.29], [-11.15, -4.71, 0.20], [-11.59, -2.28, 0.24], [-9.99, -2.62, 0.90], [5.52, 1.95, 6.41], [4.93, 0.63, 5.92], [5.88, -0.14, 5.00], [6.22, 0.63, 3.80], [6.45, 1.27, 2.87], [5.72, 2.63, 5.58], [4.82, 2.45, 7.08], [6.45, 1.79, 6.95], [3.99, 0.83, 5.38], [4.68, 0.00, 6.77], [5.44, -1.08, 4.68], [6.81, -0.37, 5.52], [4.79, -4.14, 2.34], [4.59, -2.89, 3.18], [3.13, -2.40, 3.19], [2.67, -2.06, 1.85], [2.31, -1.79, 0.79], [4.55, -3.96, 1.29], [5.83, -4.47, 2.38], [4.16, -4.96, 2.70], [5.23, -2.09, 2.80], [4.89, -3.08, 4.21], [3.02, -1.51, 3.81], [2.48, -3.17, 3.59]], "relative_energy_kcal_mol": 0.0, "lumo_ha": -0.1037, "max_force_ev_per_a": 1.2, "orbital_gap_ev": 8.42, "total_charge": 1, "e_homo_ev": -11.2}

Record 2
{"formula": "C35H63F12N2O9", "method": "wB97M-V/def2-TZVPD", "elements": ["C", "C", "C", "N", "C", "C", "C", "C", "C", "C", "H", "H", "H", "H", "H", "H", "H", "H", "H", "H", "H", "H", "H", "H", "H", "H", "H", "H", "H", "H", "C", "C", "C", "N", "C", "C", "C", "C", "C", "C", "H", "H", "H", "H", "H", "H", "H", "H", "H", "H", "H", "H", "H", "H", "H", "H", "H", "H", "H", "H", "C", "O", "H", "H", "H", "C", "C", "O", "C", "O", "C", "F", "F", "F", "H", "H", "H", "H", "H", "C", "C", "O", "C", "O", "C", "F", "F", "F", "H", "H", "H", "H", "H", "C", "C", "O", "C", "O", "C", "F", "F", "F", "H", "H", "H", "H", "H", "C", "C", "O", "C", "O", "C", "F", "F", "F", "H", "H", "H", "H", "H"], "positions_angstrom": [[-1.21, 1.62, -3.65], [-2.48, 0.83, -3.50], [-2.37, -0.15, -2.19], [-3.36, -1.38, -2.06], [-3.43, -2.05, -3.39], [-4.23, -3.37, -3.29], [-3.70, -4.28, -2.25], [-3.62, -3.59, -0.92], [-2.81, -2.38, -1.04], [-4.60, -0.78, -1.70], [-1.12, 2.48, -4.36], [-0.49, 0.80, -3.95], [-1.03, 2.13, -2.59], [-2.28, 0.21, -4.33], [-3.32, 1.55, -3.44], [-2.44, 0.30, -1.30], [-1.31, -0.72, -2.20], [-2.31, -2.15, -3.82], [-3.96, -1.67, -4.24], [-3.95, -3.73, -4.29], [-5.26, -3.52, -3.33], [-2.70, -4.75, -2.57], [-4.67, -4.97, -2.17], [-3.18, -4.06, 0.00], [-4.76, -3.24, -0.60], [-1.63, -2.41, -1.00], [-2.91, -1.92, -0.02], [-4.83, -0.10, -2.37], [-4.57, -0.44, -0.75], [-5.33, -1.61, -1.50], [-1.26, 3.37, 6.87], [-1.69, 2.39, 5.74], [-1.40, 3.04, 4.33], [-2.11, 2.42, 3.14], [-3.50, 2.80, 3.03], [-4.09, 2.44, 1.63], [-3.31, 2.99, 0.50], [-1.80, 2.84, 0.60], [-1.31, 3.10, 2.03], [-1.86, 0.98, 3.02], [-0.19, 3.47, 6.73], [-1.62, 2.99, 7.88], [-1.55, 4.36, 6.82], [-2.74, 2.22, 5.58], [-1.20, 1.53, 5.87], [-0.38, 3.09, 4.38], [-1.54, 4.00, 4.43], [-3.57, 3.93, 3.32], [-4.26, 2.43, 3.61], [-5.11, 2.53, 1.62], [-4.10, 1.27, 1.37], [-3.59, 4.18, 0.34], [-3.74, 2.48, -0.48], [-1.34, 3.49, -0.14], [-1.46, 1.69, 0.24], [-1.51, 4.15, 2.08], [-0.22, 2.93, 1.98], [-2.60, 0.40, 3.80], [-0.96, 0.71, 3.19], [-2.09, 0.53, 2.07], [0.81, 0.31, 0.05], [-0.30, -0.39, 0.32], [0.99, 0.95, 0.85], [0.90, 0.75, -1.04], [1.65, -0.20, -0.06], [3.10, -0.52, -2.77], [1.79, -1.31, -2.78], [1.65, -2.08, -4.01], [0.64, -3.13, -4.09], [-0.18, -3.26, -3.21], [0.47, -3.83, -5.40], [1.58, -4.59, -5.62], [-0.62, -4.50, -5.41], [0.42, -2.85, -6.32], [3.81, -1.22, -2.78], [3.09, -0.08, -1.78], [3.46, -0.23, -3.76], [0.89, -0.71, -2.89], [1.53, -1.98, -1.93], [4.32, -1.15, 2.20], [4.60, -0.64, 0.85], [5.98, -0.73, 0.55], [6.81, 0.22, 0.90], [6.58, 1.03, 1.83], [8.17, 0.14, 0.12], [8.94, 1.15, 0.49], [8.82, -0.99, 0.51], [7.99, 0.02, -1.17], [4.84, -0.68, 2.92], [4.45, -2.07, 2.10], [3.26, -0.80, 2.34], [4.42, 0.40, 0.73], [3.93, -0.99, 0.15], [2.44, 4.10, -2.46], [3.58, 3.18, -2.00], [4.14, 3.79, -0.87], [5.46, 3.33, -0.46], [6.04, 2.39, -1.10], [5.87, 3.99, 0.66], [7.19, 3.90, 0.89], [5.81, 5.42, 0.64], [5.24, 3.55, 1.75], [1.75, 3.77, -3.25], [2.65, 5.15, -2.54], [1.72, 4.21, -1.76], [4.21, 2.86, -2.99], [3.13, 2.27, -1.52], [1.02, -3.80, 0.44], [0.47, -3.34, 1.74], [-0.78, -3.92, 2.08], [-1.37, -3.49, 3.16], [-0.98, -2.56, 3.98], [-2.58, -4.42, 3.63], [-3.26, -4.65, 2.39], [-2.06, -5.57, 4.11], [-3.44, -3.82, 4.47], [1.65, -4.62, 0.40], [1.80, -3.19, 0.04], [0.12, -4.07, -0.35], [0.12, -2.32, 1.70], [1.26, -3.58, 2.57]], "relative_energy_kcal_mol": 18.5, "lumo_ha": -0.0782, "max_force_ev_per_a": 12.2, "orbital_gap_ev": 7.06, "total_charge": 1, "e_homo_ev": -9.2}